A molecular structure, C4H18B2KO2 at a distorted geometry. Source: the Open Molecules 2025 dataset; level of theory: ωB97M-V/def2-TZVPD.

CARTESIAN COORDINATES (ANGSTROEM)
H 1.3529 1.6876 -1.3003
H -1.9565 -0.7367 -3.3154
H 2.9638 1.4558 -0.4675
H 3.3165 -0.7707 0.5876
H -4.7147 1.0091 -0.4189
B -3.8834 1.1102 -1.0993
H 1.5059 -0.9310 4.0974
H -0.2156 -0.5731 4.2243
O 0.3737 -1.2478 2.3222
H 2.1887 0.2944 -1.6049
H -0.2834 -0.3715 -2.8305
H -1.0492 0.5274 -4.1477
C 1.6135 -1.6597 1.6619
H 0.9121 0.4604 3.4375
K -1.2537 -0.3040 -0.4017
C 0.6335 -0.5883 3.5410
H -1.5801 0.7591 -2.4909
H -3.0024 1.5791 -0.6890
C 2.3832 -0.4802 1.0699
H -4.2460 1.7622 -1.8788
H 2.1493 -2.3283 2.3357
H 2.8676 0.1653 1.8025
H -3.6742 0.1232 -1.4816
C 2.0276 1.0002 -0.7900
O 1.4607 0.2686 0.2468
B -1.2115 0.0353 -3.2012
H 1.3219 -2.2466 0.7909

total charge	-1
lowest unoccupied orbital energy	2.081	eV
spin multiplicity	1
gap between HOMO and LUMO	0.2306	Eh
energy above the lowest of the compared OMol25 structures with the same formula, charge and spin	3.503	eV
strongest force on any atom	0.0947	hartree/bohr